No. 1
The following is a DFT calculation (ωB97M-V with the def2-TZVPD basis set) of 5 unconnected molecules or ions with the total composition C5H18NO6.

Summary:
HOMO level ... -4.9 eV
ΔE to the lowest compared entry with this formula, charge and spin ... 171.27 kJ/mol
Energy ... -707.5715 hartree
Frontier orbital gap ... 7.7 eV
Lowest unoccupied orbital energy ... 2.8144 eV

```
! RIJCOSX wB97M-V def2-TZVPD def2/J DEFGRID3
* xyz -1 1
H 1.8965 2.1326 -2.9543
H 2.0075 -1.1568 -1.2325
H -1.4176 0.0750 -0.3958
H 3.5617 1.6260 0.7571
H 2.9846 2.0795 -0.5032
O -2.1475 -2.0316 1.0669
H 0.5461 0.1990 2.5970
O 3.4447 2.4537 0.2731
C -1.8196 -0.9303 1.5732
N 1.7410 -0.3772 -0.6489
H -1.9440 -2.2338 -0.5730
H 1.7050 1.0214 1.4179
H -0.8034 -3.0258 -1.2422
H 1.1698 0.2584 -1.1773
O 1.4204 2.5308 -2.2186
H -0.5585 -1.2166 -3.0401
H -0.0326 0.1467 -2.6598
O -1.7312 -0.6588 2.7859
O -1.5985 -2.5293 -1.4765
H 2.1013 2.8375 -1.6240
C -1.6735 0.3230 0.6509
C -0.5065 1.2276 1.1679
C 0.7404 0.4361 1.5377
H -2.5580 0.9659 0.6906
H -0.9442 1.8698 1.9199
C 1.0228 -0.7498 0.6118
O -0.4576 -0.3176 -3.3864
H 0.1710 -1.3360 0.2604
H -0.3053 1.9745 0.3596
H 1.6763 -1.4550 1.1320
*
```


No. 2
The following is a DFT calculation (ωB97M-V with the def2-TZVPD basis set) of a molecular structure, C41H71N3O18S.

Summary:
HOMO level ... -8.5 eV
Energy ... -3521.2727 hartree
Frontier orbital gap ... 7.1 eV
Lowest unoccupied orbital energy ... -1.4150 eV

```
! RIJCOSX wB97M-V def2-TZVPD def2/J DEFGRID3
* xyz 0 1
H -1.6484 3.3300 7.1705
H 9.3878 -4.1825 -4.3859
C 5.0049 -4.4284 -0.0399
H -6.5992 -6.9986 3.3397
O -4.3578 -4.1958 2.8556
C 4.4127 3.6558 -3.3835
C -1.7689 0.5807 4.9028
H -2.0228 4.8612 -1.7781
H 4.2094 -2.8796 -1.3568
H -5.5982 -6.8457 4.8049
C -3.1975 3.9174 5.6477
C -1.1861 0.2704 0.8038
O -2.3283 6.0567 4.6107
H -4.5115 -2.7089 0.4671
C 0.3006 6.4903 5.0079
H -2.8892 2.5116 -4.1718
C 1.1713 -0.1255 1.9903
C -5.2017 -3.5230 2.3070
C 6.1879 -1.3522 -0.2222
H 10.2706 -3.1302 -3.3026
H -4.2931 3.8224 5.9886
H 7.0267 -1.7729 0.3348
H -2.6903 5.0339 -4.2537
H 1.0508 -0.0059 4.4029
O 8.2546 -2.8873 -3.1948
H -0.3737 0.2582 -5.4157
H -2.3283 1.5476 -2.7804
C -1.9462 0.4604 2.1723
O -4.0105 4.2438 -1.9939
H 4.5968 3.4015 -2.3358
C -3.8489 2.9499 -2.3248
H 6.3764 -2.9098 -5.5325
H 1.9774 -0.3199 -5.2104
H 7.9036 4.4391 -2.0556
H 3.6847 2.9290 -3.7525
H 2.4801 -0.4153 -3.5137
C 0.3528 0.0021 0.6359
C 0.4289 2.1617 -6.1283
H -7.8222 -9.9348 5.4098
O 6.0983 -3.1084 -2.7346
O 4.0862 -2.2820 0.6444
H -7.6735 -10.3080 3.6781
H 2.9215 5.1666 -2.9970
C 9.4196 -3.1649 -3.9871
H -0.2182 2.0468 5.7274
H 0.9266 6.4251 4.0426
O 1.2724 2.3167 -5.0893
C 7.0041 -3.2484 -3.5292
C -2.9894 5.2455 -2.1149
H 3.0224 -3.6927 -0.3624
C -1.3091 2.0868 5.3466
N -3.3609 0.7437 2.2122
O -4.7087 2.1403 -2.0517
H -3.4015 6.0454 6.4445
H -1.2446 1.0094 -6.7281
H -1.6647 5.3951 6.5508
H 2.3081 -0.3366 1.9411
C -2.9396 5.8056 -3.5222
H 5.9611 -4.5119 -4.8713
C 1.4003 1.3879 -4.0027
H 4.7852 -4.8432 0.9476
C 9.6066 -2.1175 -5.0662
C -7.8281 -3.2546 0.4466
H -8.0090 -4.3106 0.2302
H 9.6634 -1.1205 -4.6222
H -9.5911 -8.7889 4.1035
H 0.4199 1.0306 -3.6750
C -0.2419 0.8320 -6.3312
H -5.5960 -1.6021 1.3449
C 4.9856 -1.2815 0.6768
C 6.7339 -3.7407 -4.9225
O 5.5980 3.4753 -4.1725
O 0.2726 3.0606 -6.9231
H 1.8171 1.9508 -3.1645
H 3.6538 5.2524 -4.6145
H 6.1810 4.6318 -1.8545
C 6.8342 3.8414 -3.7840
H 3.3214 0.6595 -4.6530
O 0.9297 -0.1106 -0.6857
H 7.0674 5.7642 -2.9046
H 6.0387 -4.0779 -0.0116
C -4.8128 -2.3500 1.4525
H -7.4346 -2.0051 2.1952
C 6.9880 4.7262 -2.5787
C -1.2237 6.9516 4.6872
S -3.7252 0.7685 0.5412
H -1.2841 2.6847 4.3533
H -1.4198 -0.2205 5.6458
H 7.5939 -4.2026 -5.4032
C 4.0438 -3.3033 -0.3639
H -1.7733 3.1926 -2.9621
O -6.5022 -3.8678 2.3924
H -2.1967 6.6023 -3.5936
C -7.5903 -3.0541 1.9298
H -6.9590 -2.9567 -0.1440
N -2.2158 0.4420 -0.2240
N 1.9545 0.7638 -0.8782
H -3.9162 6.2054 -3.8066
C -8.5723 -8.3932 4.1049
H 6.4370 -0.3367 -0.5420
C -2.6345 2.5438 -3.1111
H -3.2608 6.0444 -1.4206
O -8.5373 -7.3775 5.1165
H 10.5216 -2.3058 -5.6310
O -7.7734 -5.4701 5.9534
H -6.5725 -9.1578 4.4559
C 0.4844 0.0537 3.4168
C -1.0587 0.3454 3.4585
H 6.0302 -1.9282 -1.1348
H 4.9300 -5.2246 -0.7828
H -2.9735 2.0319 6.9678
C 3.8510 5.0521 -3.5584
O 4.8543 -0.3755 1.4718
C -7.6042 -9.5143 4.4247
H 8.7663 -2.1039 -5.7635
H -3.9695 -1.8428 1.9275
H -3.2195 3.7728 4.4992
O 7.7984 3.5184 -4.4410
H -8.4086 -7.9632 3.1130
H -2.8951 0.5199 4.7060
C -7.6418 -6.3694 5.1533
H -8.6891 -2.6725 0.1124
C 2.3465 0.2597 -4.3614
H -8.4744 -3.3825 2.4820
H 0.3336 0.2468 -7.0499
C -2.6045 5.4163 5.8903
O 1.7152 1.8462 -0.4373
H -6.1980 -5.4119 3.9378
H 0.2416 5.4720 5.5236
H 0.8183 7.2583 5.7011
O -1.3777 8.1889 4.4614
C -2.3126 2.7750 6.3988
H 4.5560 5.8144 -3.2196
C -6.4408 -6.4269 4.2525
*
```


No. 3
The following is a DFT calculation (ωB97M-V with the def2-TZVPD basis set) of a molecular structure, C36H51Ge2N5RuSSe.

Summary:
HOMO level (spin up / spin down) ... -10.3 / -10.5 eV
ΔE to the lowest compared entry with this formula, charge and spin ... 8.67 kJ/mol
Energy ... -8724.1582 hartree
Frontier orbital gap (spin up / spin down) ... 7.5 / 5.0 eV
Lowest unoccupied orbital energy (spin up / spin down) ... -2.8331 / -5.5275 eV

```
! RIJCOSX wB97M-V def2-TZVPD def2/J DEFGRID3
* xyz 1 6
C 1.5070 -4.2488 -5.7424
C 0.7409 5.3832 -2.6855
H 0.6473 6.3354 -2.1656
H -4.4449 3.0130 3.2293
C -3.4244 3.4000 3.1670
H -1.8913 5.6460 -1.7278
C 3.5730 -1.0202 1.8473
C 2.1184 -0.2622 -1.2689
H 1.9739 -2.1887 -6.1448
N -1.2184 -1.3318 3.0679
H -2.7580 -2.6068 5.6929
H 3.7296 1.6438 3.4963
Ge -0.4444 -3.1750 0.9245
H -1.9763 -3.3248 3.2438
C 1.1157 3.1004 1.7411
C 1.3201 -2.4843 -4.1283
H 4.0161 -0.0156 -2.2193
C -0.1749 2.5905 1.9403
H 2.2520 2.6800 -1.5444
C 2.3449 2.2519 1.9343
H 1.0652 -4.7365 -0.6227
C 2.7780 2.1717 3.3993
C -2.3572 -3.2963 0.5093
H -3.4748 4.4907 3.1727
N 1.6303 3.3708 -1.9166
H -2.9642 -5.0624 1.6583
H -0.0989 -6.2109 1.0216
H -0.7914 0.5900 -3.6576
C 0.6471 -2.9948 -1.7735
C 0.5425 -3.7700 -0.6941
C 0.8996 -3.3977 -3.1517
H 3.1672 2.6578 1.3387
N -0.2550 4.4312 -2.1860
C 2.0765 4.6826 -2.3887
H 0.3813 -5.4691 -2.7938
H 0.9393 -6.2135 -5.0645
H 2.6470 5.2028 -1.6218
H -1.2165 -5.9996 2.3675
C 0.1552 5.2503 1.2082
C 0.2978 -4.4163 2.2362
C -1.8571 -0.6392 5.1400
H 2.6703 0.1267 -3.3608
H 0.4327 -6.5351 2.6672
H -2.8938 3.0935 4.0705
H 1.4114 -1.4396 -3.8687
H -2.4433 -2.9261 -0.5139
H 1.9677 0.7796 -1.0077
C 1.2615 4.4346 1.3918
C -0.1791 -5.8659 2.0590
C -0.8139 1.0053 3.5172
H -3.2947 3.2497 1.0345
H -1.9874 5.3536 1.2230
H -0.8962 1.8462 4.2020
H 3.1865 -1.4621 -2.7626
N 4.5267 -0.7196 1.2679
H 2.6958 4.5912 -3.2739
H 2.2657 4.8370 1.2684
Ge 0.2962 -1.0132 -1.1113
H -2.0504 -0.3260 -1.5712
C -1.4015 -0.9285 -2.2079
S -0.5537 1.9467 -1.1804
H -4.0227 -4.6808 0.3079
H 0.1047 -4.0494 3.2425
Se 2.0614 -1.4749 2.7741
H 2.8979 3.1757 3.8164
H -2.7616 1.8101 1.8636
H 2.0337 1.6429 4.0011
C 0.2948 3.2771 -1.7768
C 3.0330 -0.4195 -2.4831
H -0.8489 -1.0578 -4.3241
H -2.0218 -0.0002 6.0010
H -1.7813 -1.9519 -2.2139
C -1.2358 -0.2628 3.9583
Ru 0.0554 -0.8060 1.4210
C -2.2357 -1.9792 4.9828
H -1.9783 4.8496 -3.3140
C 0.7441 -4.7497 -3.5210
H 1.3744 -4.3378 2.0796
H -2.4563 -5.4346 0.0092
C -1.8325 -2.3591 3.7099
H -2.8744 -2.5808 1.1471
H 2.5961 -0.7292 -0.4114
C -2.7288 2.8957 1.8973
C -1.3050 3.3953 1.7561
H 2.1572 1.2539 1.5601
C -1.1132 4.7247 1.3823
H 1.7608 -4.5820 -6.7413
N -0.3579 1.2000 2.3139
C 1.6316 -2.9056 -5.4081
C 1.0540 -5.1694 -4.7977
C -1.6714 4.7251 -2.2712
C -1.3187 -0.3652 -3.6269
H -2.2307 3.9060 -1.8281
H 0.5933 5.5631 -3.7508
H 0.2796 6.2908 0.9262
H -2.3377 -0.1913 -3.9921
C -2.9780 -4.6981 0.6285
*
```


No. 4
The following is a DFT calculation (ωB97M-V with the def2-TZVPD basis set) of a molecular structure, C14H20Cl3NO3Re.

Summary:
HOMO level (spin up / spin down) ... 0.2 / -0.7 eV
ΔE to the lowest compared entry with this formula, charge and spin ... 0.00 kJ/mol
Energy ... -2284.9277 hartree
Frontier orbital gap (spin up / spin down) ... 5.4 / 6.3 eV
Lowest unoccupied orbital energy (spin up / spin down) ... 5.5994 / 5.5894 eV

```
! RIJCOSX wB97M-V def2-TZVPD def2/J DEFGRID3
* xyz -2 4
C 2.2636 1.2616 2.0914
H 4.2480 2.0503 1.7788
O 2.0989 0.5079 3.0528
C 2.7149 3.2520 0.8637
H -1.4239 -1.6469 -3.2936
Cl 3.5578 -0.8347 0.4589
H -3.4397 1.3150 0.3970
H 3.4577 3.3923 0.0686
H 0.0343 -0.6457 -3.5332
H -2.5845 0.9919 1.9044
C -1.6781 0.1396 0.1577
Cl 1.7929 -2.8597 -0.9136
H -1.8678 -2.6398 2.0788
H -0.4452 -3.8325 -1.3318
H 2.3605 4.2412 1.1714
H -2.1348 1.3296 -2.5211
H -1.9271 2.1748 0.7581
H -2.2105 -3.5963 -1.3032
C -1.0548 -1.9809 -0.4820
C -2.4391 1.2114 0.8410
H -1.0848 2.3498 -1.4987
H 1.2111 -0.6598 2.2639
H 3.2917 2.9862 2.9509
H -1.3471 -3.9952 0.1990
O 0.8593 -1.3096 1.5739
C -0.4818 -1.0405 -1.4710
C -1.2720 -3.4251 -0.7404
Re 1.2992 -0.8241 -0.2589
C -2.4708 -1.8544 1.6107
H 0.1956 -2.3384 -3.0392
O 0.7217 2.8972 -0.4619
C -1.7097 -1.2383 0.5041
Cl 2.1629 0.4401 -1.9811
C 1.5461 2.4373 0.3146
C -1.1614 1.3852 -2.0053
H -3.3913 -2.3366 1.2451
N 1.5562 1.1751 0.8954
H -2.7188 -1.1113 2.3753
C -0.9902 0.2790 -1.0557
C 3.2425 2.4251 2.0132
C -0.4073 -1.4355 -2.9210
H -0.3740 1.3628 -2.7571
*
```


Q: What is the formula in the third record?
A: C36H51Ge2N5RuSSe


Q: What is the formula in the fourth record?
A: C14H20Cl3NO3Re


Q: energy of number 3 (C36H51Ge2N5RuSSe)?
A: -8724.1582 hartree